The following is a DFT calculation (ωB97M-V with the def2-TZVPD basis set) of a molecular structure, C14H7BeN3O4 at a distorted geometry.

Values from the calculation:
- max |F| (hartree/bohr) = 0.153
- HOMO (eV) = -14.887
- total charge = +2
- 2S+1 = 1
- orbital gap (eV) = 4.632
- LUMO energy (eV) = -10.26
- energy above the lowest of the compared OMol25 structures with the same formula, charge and spin (kcal per mole) = 0.0

XYZ file:
```
29
C14H7BeN3O4 ωB97M-V with the def2-TZVPD basis set
Be 0.6617 1.0458 0.2148
O -2.9873 -2.3082 1.5869
C -2.1409 -1.5758 1.3732
C 0.0941 0.4862 -1.4182
O -0.2713 0.3940 -2.5236
C 1.9502 -0.1332 0.6001
O 2.8594 -0.8618 0.7215
C 0.6018 -1.7789 -0.9406
O 0.9515 -2.2753 -1.9274
N -5.5316 5.4628 7.5146
C -4.8650 5.0553 6.6404
C -4.0564 4.5813 5.5572
C -3.8549 3.2051 5.3845
C -3.0331 2.7617 4.3249
C -2.4625 3.6976 3.4471
C -2.7009 5.0592 3.6120
C -3.4717 5.5102 4.6797
N -1.5819 3.2815 2.4172
C -0.8797 4.1481 1.5450
C -0.1015 3.3806 0.7612
N -0.2597 2.0307 1.1346
C -1.1999 2.0178 2.1128
H -4.3259 2.4754 6.0484
H -2.8351 1.7026 4.1978
H -2.2806 5.7913 2.9342
H -3.6333 6.5737 4.8241
H -0.9541 5.2196 1.5649
H 0.5353 3.6868 -0.0525
H -1.5694 1.1364 2.6236
```

Results of the Löwdin charge analysis, in e, for atoms 1 through 6: 0.29, 0.07, 0.01, 0.09, 0.26, 0.15

---

The following is a DFT calculation (ωB97M-V with the def2-TZVPD basis set) of a single C6H10 molecule.

Values from the calculation:
- max |F| (hartree/bohr) = 0.008
- HOMO (eV) = -7.874
- total charge = 0
- 2S+1 = 1
- orbital gap (eV) = 8.093
- LUMO energy (eV) = 0.22
- energy above the lowest of the compared OMol25 structures with the same formula, charge and spin (kcal per mole) = 86.1

XYZ file:
```
16
C6H10 ωB97M-V with the def2-TZVPD basis set
C 0.5294 0.9924 -1.1836
C 0.3758 -0.2324 -0.3189
C 1.5170 -1.2001 -0.3348
C -1.3108 0.8862 1.1888
C -0.6895 -0.3313 0.5665
C -1.0990 -1.6523 0.5172
H 0.8201 0.7161 -2.2033
H 1.3332 1.6290 -0.7873
H -0.3841 1.5918 -1.2308
H 1.4328 -1.8713 0.5191
H 1.5955 -1.7939 -1.2488
H 2.4379 -0.6021 -0.2535
H -0.5280 1.6332 1.3614
H -2.1111 1.3488 0.6015
H -1.7166 0.5942 2.1609
H -2.2024 -1.7082 0.6456
```

Results of the Löwdin charge analysis, in e, for atoms 1 through 6: -0.04, -0.27, -0.08, -0.07, -0.43, 0.13

---

The following is a DFT calculation (ωB97M-V with the def2-TZVPD basis set) of a molecular structure, C26H66CaF6N6O16P4S2 at a distorted geometry.

Values from the calculation:
- max |F| (hartree/bohr) = 0.084
- HOMO (alpha / beta) (eV) = -10.359 / -10.359
- total charge = +1
- ⟨S²⟩ = 0.758
- 2S+1 = 2
- orbital gap (alpha / beta) (eV) = 8.228 / 3.159
- LUMO energy (alpha / beta) (eV) = -2.13 / -7.20
- energy above the lowest of the compared OMol25 structures with the same formula, charge and spin (kcal per mole) = 0.0

XYZ file:
```
127
C26H66CaF6N6O16P4S2 ωB97M-V with the def2-TZVPD basis set
Ca -0.3415 0.0841 0.1270
C -4.2278 -1.9556 -1.5601
F -3.6708 -2.6943 -0.6616
F -4.5445 -2.5861 -2.6593
F -5.2836 -1.3149 -0.9834
S -2.8983 -0.5916 -2.0249
O -2.4016 -0.1151 -0.7177
O -1.7918 -1.2876 -2.6407
O -3.5532 0.4188 -2.8778
C 4.0831 0.6282 1.7444
F 4.7170 1.0011 2.8594
F 4.7553 1.0972 0.6461
F 4.0115 -0.7157 1.7372
S 2.2918 1.4218 1.8309
O 1.6075 1.0440 0.6317
O 1.6427 0.8426 3.0234
O 2.4642 2.8610 1.9550
O -0.7646 2.2620 -0.5345
P -0.9231 3.5592 -1.2927
N -0.5003 3.7216 -2.9195
C -0.1547 4.9488 -3.6034
C -0.8085 2.7008 -3.9398
N -0.0555 4.8453 -0.5987
C 1.4329 4.9732 -0.7480
C -0.4582 5.3697 0.6998
N -2.5307 4.1639 -1.2635
C -3.5228 3.4916 -0.4537
C -2.9299 5.3945 -1.9406
H 0.0048 5.7171 -2.8468
H -1.0720 5.1647 -4.1511
H 0.7347 4.8807 -4.2298
H -0.1508 2.8001 -4.8033
H -1.8211 2.8951 -4.2932
H -0.9444 1.6830 -3.5740
H 1.8287 5.9237 -0.3904
H 1.8945 4.1436 -0.2123
H 1.7496 5.0039 -1.7905
H -0.1493 4.6041 1.4115
H -0.0964 6.3096 1.1166
H -1.5461 5.3674 0.7683
H -3.1220 3.4080 0.5565
H -4.4329 4.0691 -0.2916
H -3.8300 2.5560 -0.9209
H -3.0052 5.2414 -3.0171
H -2.1368 6.1160 -1.7445
H -3.8942 5.7344 -1.5628
O 0.0147 -2.0528 0.7210
P 0.1083 -3.5434 0.9123
N -1.0685 -4.2877 1.8828
C -2.3071 -3.5735 2.1209
C -1.0480 -5.6375 2.4209
N 1.6317 -4.1043 1.5673
C 2.7813 -4.1109 0.6723
C 1.9660 -3.8160 2.9872
N -0.0515 -4.3777 -0.6125
C -0.0749 -5.8286 -0.7329
C 0.0233 -3.7352 -1.8967
H -3.1403 -3.8787 1.4878
H -2.1811 -2.5337 1.8192
H -2.6974 -3.5924 3.1384
H -1.7194 -6.2959 1.8696
H -1.2845 -5.6060 3.4844
H -0.0504 -6.0509 2.2727
H 2.4254 -4.4492 -0.3009
H 3.1190 -3.0747 0.6533
H 3.5391 -4.8200 1.0053
H 1.2606 -4.2443 3.6993
H 2.9354 -4.2572 3.2190
H 1.9807 -2.7284 3.0583
H 0.5688 -6.1847 -1.5372
H 0.0917 -6.3053 0.2331
H -1.0570 -6.2206 -0.9974
H -0.8558 -4.0135 -2.4780
H 0.9451 -3.8012 -2.4748
H -0.2300 -2.6851 -1.7513
C -0.5282 -2.7691 5.4335
C -0.4052 -1.4603 4.6260
O -1.7506 -0.9304 4.4084
P -1.9689 0.3700 3.4922
O -1.4806 0.3029 2.0723
O -3.5772 0.4207 3.6381
C -4.5362 -0.4389 2.9557
C -5.7836 0.4270 2.6357
O -1.4524 1.6745 4.3350
C -1.7975 2.9997 4.0048
C -0.4882 3.7312 4.3741
H 0.4091 -3.3143 5.5439
H -1.1199 -2.6343 6.3389
H -1.2143 -3.4432 4.9206
H 0.1410 -0.6892 5.1694
H 0.2256 -1.6359 3.7546
H -4.1963 -0.7250 1.9604
H -4.8397 -1.3077 3.5399
H -6.6157 -0.1713 2.2646
H -6.1121 0.9070 3.5575
H -5.4343 1.2262 1.9821
H -2.0382 3.0813 2.9448
H -2.7057 3.3056 4.5243
H -0.4459 4.7418 3.9679
H -0.3109 3.5968 5.4411
H 0.3601 3.1931 3.9511
C 2.0374 -0.5863 -5.7495
C 1.3345 -1.5452 -4.7063
O 2.2610 -1.8268 -3.6536
P 2.3613 -0.8214 -2.3369
O 1.1251 -0.7462 -1.5334
O 3.7156 -1.1934 -1.5423
C 4.9685 -1.3432 -2.1471
C 5.4180 -2.8267 -1.7607
O 2.7919 0.5570 -3.0575
C 2.7713 1.8493 -2.4173
C 4.1209 2.5494 -2.7412
H 3.1239 -0.6683 -5.7207
H 1.6921 -0.7674 -6.7674
H 1.8890 0.4901 -5.6638
H 0.3418 -1.2118 -4.4037
H 1.2857 -2.4810 -5.2631
H 4.9411 -1.2541 -3.2331
H 5.7163 -0.6251 -1.8106
H 4.8605 -3.5746 -2.3245
H 6.4828 -2.9918 -1.9249
H 5.2759 -3.0858 -0.7115
H 1.9086 2.3523 -2.8542
H 2.6240 1.7156 -1.3456
H 4.1089 3.6150 -2.5121
H 4.9188 2.1048 -2.1464
H 4.3095 2.4803 -3.8126
```

Results of the Löwdin charge analysis, in e, for atoms 1 through 6: 1.40, -0.66, 0.17, 0.18, 0.11, 0.53

---

The following is a DFT calculation (ωB97M-V with the def2-TZVPD basis set) of a single C4H8N2O2 molecule at a distorted geometry.

Values from the calculation:
- SMILES string = CN/N=C\C(=O)CO
- max |F| (hartree/bohr) = 0.052
- HOMO (eV) = -9.288
- total charge = 0
- 2S+1 = 1
- orbital gap (eV) = 9.385
- LUMO energy (eV) = 0.10
- energy above the lowest of the compared OMol25 structures with the same formula, charge and spin (kcal per mole) = 87.5

XYZ file:
```
16
C4H8N2O2 ωB97M-V with the def2-TZVPD basis set
C -2.4524 -0.1044 0.3356
N -1.0172 0.0071 0.0783
N -0.5842 -0.9563 -0.7382
C 0.6648 -1.2903 -0.8526
C 1.7611 -0.5666 -0.0560
O 2.6903 -1.1079 0.4958
C 1.6980 0.9497 0.1450
O 1.0121 1.7097 -0.7740
H -2.7762 0.7808 0.9678
H -2.8900 0.0442 -0.6308
H -2.6849 -1.0651 0.8398
H -0.4080 0.1492 0.9572
H 0.8062 -2.2488 -1.4197
H 2.8335 1.1894 0.1989
H 1.2581 1.0075 1.2284
H 0.0888 1.5017 -0.7756
```

Results of the Löwdin charge analysis, in e, for atoms 1 through 6: -0.08, -0.17, 0.00, -0.04, -0.37, 0.07

---

Copy entry 4 word for word.
The following is a DFT calculation (ωB97M-V with the def2-TZVPD basis set) of a single C4H8N2O2 molecule at a distorted geometry.

Values from the calculation:
- SMILES string = CN/N=C\C(=O)CO
- max |F| (hartree/bohr) = 0.052
- HOMO (eV) = -9.288
- total charge = 0
- 2S+1 = 1
- orbital gap (eV) = 9.385
- LUMO energy (eV) = 0.10
- energy above the lowest of the compared OMol25 structures with the same formula, charge and spin (kcal per mole) = 87.5

XYZ file:
```
16
C4H8N2O2 ωB97M-V with the def2-TZVPD basis set
C -2.4524 -0.1044 0.3356
N -1.0172 0.0071 0.0783
N -0.5842 -0.9563 -0.7382
C 0.6648 -1.2903 -0.8526
C 1.7611 -0.5666 -0.0560
O 2.6903 -1.1079 0.4958
C 1.6980 0.9497 0.1450
O 1.0121 1.7097 -0.7740
H -2.7762 0.7808 0.9678
H -2.8900 0.0442 -0.6308
H -2.6849 -1.0651 0.8398
H -0.4080 0.1492 0.9572
H 0.8062 -2.2488 -1.4197
H 2.8335 1.1894 0.1989
H 1.2581 1.0075 1.2284
H 0.0888 1.5017 -0.7756
```

Results of the Löwdin charge analysis, in e, for atoms 1 through 6: -0.08, -0.17, 0.00, -0.04, -0.37, 0.07